Entry 1:
Formula: C2F2O2
Source: the OMol25 dataset
Level of theory: ωB97M-V/def2-TZVPD

Cartesian coordinates (Å):
O1 -1.83 0.41 0.46
C1 -0.80 -0.05 0.01
F1 -0.83 -1.31 -0.33
C2 0.59 0.39 -0.13
O2 1.61 -0.91 0.35
F2 1.26 1.48 -0.35

The calculation puts the total energy at -426.2289 Eh. The calculation puts the HOMO energy (spin up / spin down) at -12.2775 / -11.1760 eV. The value obtained for the HOMO-LUMO gap (spin up / spin down) is 9.93 / 8.88 eV.

Just the Löwdin charges please, in e? Sure, here they are: O 0.18; C -0.46; F 0.15; C -0.01; O -0.02; F 0.17

---

Entry 2:
Formula: C12H18O8S
Source: the OMol25 dataset
Level of theory: ωB97M-V/def2-TZVPD

Cartesian coordinates (Å):
C1 1.45 -1.44 3.53
O1 2.36 -1.61 2.44
C2 1.85 -1.25 1.23
O2 0.84 -1.54 0.76
C3 2.62 -0.29 0.33
C4 1.89 0.56 -0.80
S1 0.99 2.01 -0.21
O3 0.65 1.80 1.20
O4 1.72 3.27 -0.49
C5 -0.55 1.91 -1.12
C6 -1.72 0.94 -0.56
C7 -1.56 -0.55 -0.78
C8 -2.29 -1.76 -0.07
O5 -0.95 -0.96 -1.74
C9 -3.02 1.30 -1.16
O6 -3.36 0.91 -2.32
O7 -3.85 1.93 -0.26
C10 -5.07 2.38 -0.84
C11 3.93 -1.07 0.02
C12 3.85 -2.32 -0.84
O8 5.07 -0.60 0.30
H1 2.00 -1.00 4.42
H2 0.78 -2.30 3.84
H3 0.76 -0.67 3.18
H4 2.93 0.47 1.11
H5 1.26 -0.08 -1.37
H6 2.74 0.95 -1.39
H7 -1.00 2.92 -1.04
H8 -0.40 1.68 -2.20
H9 -1.73 1.06 0.49
H10 -2.00 -2.61 -0.64
H11 -3.31 -1.60 -0.03
H12 -2.03 -1.95 0.98
H13 -4.96 3.41 -1.27
H14 -5.68 2.34 0.12
H15 -5.40 1.71 -1.63
H16 4.08 -2.13 -1.89
H17 4.36 -3.16 -0.43
H18 2.75 -2.67 -0.87

The calculation puts the total energy at -1468.0520 Eh. The calculation puts the HOMO energy at -9.9334 eV. The value obtained for the HOMO-LUMO gap is 10.16 eV.

Löwdin population analysis, charges in e, atoms 1 to 6: C -0.04; O -0.02; C -0.52; O 0.18; C -0.16; C -0.14

---

Entry 3:
Formula: C4H8NPS
Source: the OMol25 dataset
Level of theory: ωB97M-V/def2-TZVPD

Cartesian coordinates (Å):
C1 1.57 1.30 0.13
C2 0.79 1.04 1.31
N1 -0.42 0.55 1.30
C3 -1.29 0.43 0.24
S1 -2.25 1.69 -0.21
C4 -1.69 -1.11 -0.08
P1 -0.58 -2.44 0.62
H1 1.53 2.37 -0.29
H2 2.67 1.16 0.40
H3 1.23 0.68 -0.67
H4 1.17 1.26 2.35
H5 -2.67 -1.23 0.26
H6 -1.59 -1.29 -1.27
H7 -1.66 -3.37 0.28
H8 -0.86 -1.99 1.95

The calculation puts the total energy at -951.4173 Eh. The calculation puts the HOMO energy at -8.4862 eV. The value obtained for the HOMO-LUMO gap is 8.51 eV.

Löwdin population analysis, charges in e, atoms 1 to 6: C -0.09; C -0.20; N -0.01; C -0.89; S 0.65; C -0.52

---

Entry 4:
Formula: C6H12N2O6
Source: the OMol25 dataset
Level of theory: ωB97M-V/def2-TZVPD

Cartesian coordinates (Å):
C1 -3.32 -0.84 1.19
C2 -2.48 -0.13 0.13
C3 -1.04 -0.61 0.04
C4 -0.10 -0.02 -1.07
C5 1.36 -0.35 -0.88
C6 2.19 0.43 -1.86
O1 1.71 -0.07 0.46
N1 3.07 -0.70 0.82
O2 3.38 -0.43 1.96
O3 3.55 -1.33 -0.09
O4 -0.52 0.78 -2.05
O5 -0.44 2.12 2.16
N2 0.50 2.78 1.59
O6 1.65 2.98 2.03
H1 -4.37 -0.49 1.21
H2 -3.34 -1.90 0.99
H3 -2.92 -0.69 2.19
H4 -2.95 -0.24 -0.85
H5 -2.41 0.94 0.31
H6 -0.57 -0.47 1.02
H7 -1.02 -1.73 -0.04
H8 -0.48 -0.55 -1.96
H9 1.48 -1.46 -1.00
H10 1.71 0.37 -2.86
H11 2.11 1.49 -1.52
H12 3.25 0.10 -1.92

The calculation puts the total energy at -796.3591 Eh. The calculation puts the HOMO energy (spin up / spin down) at -10.3696 / -9.0195 eV. The value obtained for the HOMO-LUMO gap (spin up / spin down) is 9.57 / 6.28 eV.

Löwdin population analysis, charges in e, atoms 1 to 6: C -0.10; C -0.26; C -0.14; C -0.37; C -0.37; C -0.03

---

Entry 5:
Formula: C6H12N2
Source: the OMol25 dataset
Level of theory: ωB97M-V/def2-TZVPD

Cartesian coordinates (Å):
C1 -0.58 -2.06 -0.34
C2 -0.84 -1.72 1.03
C3 -1.60 -0.49 1.18
C4 1.07 0.65 0.68
C5 0.64 1.93 -0.19
C6 1.05 1.94 -1.63
H1 -1.32 -3.22 -0.38
H2 0.65 -2.69 -0.70
H3 -1.03 -1.05 -1.12
H4 -1.16 -2.57 1.83
H5 0.19 -1.42 1.47
H6 -2.74 0.00 1.63
H7 1.92 0.20 -0.02
H8 1.15 0.65 1.72
H9 0.34 2.81 0.46
H10 1.38 0.90 -1.98
H11 1.90 2.65 -1.84
H12 0.40 2.24 -2.31
N1 -1.27 0.60 0.62
N2 -0.16 0.68 -0.11

The calculation puts the total energy at -345.0080 Eh. The calculation puts the HOMO energy at -8.3901 eV. The value obtained for the HOMO-LUMO gap is 9.28 eV.

Löwdin population analysis, charges in e, atoms 1 to 6: C -0.21; C -0.42; C -0.23; C -0.07; C -0.23; C -0.08

---

Entry 6:
Formula: C5H10O
Source: the OMol25 dataset
Level of theory: ωB97M-V/def2-TZVPD

Cartesian coordinates (Å):
C1 -1.22 1.58 -0.01
C2 -0.99 0.29 0.03
C3 -2.15 -0.67 -0.07
C4 0.38 -0.29 0.10
O1 1.43 0.61 -0.11
C5 2.65 -0.04 -0.06
H1 -0.38 2.24 0.03
H2 -2.24 1.87 0.05
H3 -1.79 -1.51 -0.77
H4 -3.10 -0.21 -0.55
H5 -2.46 -1.29 0.85
H6 0.32 -1.20 -0.64
H7 0.51 -0.75 1.09
H8 3.11 -0.49 -1.03
H9 3.46 0.76 0.34
H10 2.48 -0.92 0.76

The calculation puts the total energy at -271.6644 Eh. The calculation puts the HOMO energy at -9.3647 eV. The value obtained for the HOMO-LUMO gap is 10.38 eV.

Löwdin population analysis, charges in e, atoms 1 to 6: C 0.05; C -0.38; C -0.09; C -0.26; O -0.20; C -0.15

---

Entry 7:
Formula: C4H13N2O
Source: the OMol25 dataset
Level of theory: ωB97M-V/def2-TZVPD

Cartesian coordinates (Å):
C1 -0.73 -1.16 -0.81
C2 -0.94 -0.04 0.28
C3 -0.06 -0.21 1.47
C4 0.41 0.83 2.18
N1 0.20 -1.51 1.87
N2 0.30 -0.58 -1.79
H1 -0.24 -2.02 -0.37
H2 -1.69 -1.30 -1.25
H3 -1.93 -0.23 0.69
H4 -0.81 1.00 -0.03
H5 0.40 1.76 1.55
H6 1.01 0.88 3.09
H7 1.29 2.63 -2.09
H8 -0.44 -2.29 1.90
H9 0.86 -1.59 2.63
H10 1.27 -0.63 -1.48
H11 0.38 -1.18 -2.62
H12 0.27 0.43 -2.01
H13 -0.03 2.99 -1.46
O1 0.48 2.23 -1.76

The calculation puts the total energy at -344.6879 Eh. The calculation puts the HOMO energy at -11.6775 eV. Its charge is +1. The value obtained for the HOMO-LUMO gap is 8.40 eV.

Löwdin population analysis, charges in e, atoms 1 to 6: C -0.08; C -0.13; C -0.46; C 0.06; N 0.08; N 0.18

---

Entry 8:
Formula: C4H3AuO4
Source: the OMol25 dataset
Level of theory: ωB97M-V/def2-TZVPD

Cartesian coordinates (Å):
C1 -0.04 -0.33 -0.72
C2 -0.27 0.87 -0.05
H1 -0.31 1.85 -0.54
O1 1.82 0.60 -1.96
C3 1.00 -0.43 -1.66
O2 0.55 -1.03 -2.77
H2 1.63 0.94 -2.84
O3 -0.33 1.02 1.33
C4 -0.75 -0.05 2.11
O4 -0.19 -0.14 3.20
Au1 -0.51 -1.75 0.92
H3 -0.53 -0.75 -2.62

The calculation puts the total energy at -590.2811 Eh. The calculation puts the HOMO energy (spin up / spin down) at -12.3798 / -15.1754 eV. As for the spin multiplicity: 4. Its charge is +1. The value obtained for the HOMO-LUMO gap (spin up / spin down) is 6.48 / 6.82 eV. As for the expectation value of S²: 3.77.

Löwdin population analysis, charges in e, atoms 1 to 6: C -0.08; C -0.06; H 0.16; O 0.14; C -0.41; O 0.09

---

Entry 9:
Formula: H24O16S
Source: the OMol25 dataset
Level of theory: ωB97M-V/def2-TZVPD

Cartesian coordinates (Å):
S1 0.00 -0.09 0.02
O1 0.21 -0.02 -1.42
O2 -1.32 -0.51 0.35
O3 0.82 -1.08 0.63
O4 0.25 1.21 0.57
O5 0.58 3.44 -0.80
H1 0.83 2.91 -1.53
H2 0.33 2.91 0.10
O6 -2.19 -0.96 2.75
H3 -1.62 -1.66 2.64
H4 -1.98 -0.52 1.99
O7 2.78 -0.95 2.36
H5 2.95 -0.04 2.31
H6 1.98 -1.17 1.86
O8 -2.82 1.50 -0.13
H7 -2.27 0.76 0.13
H8 -2.86 1.27 -1.17
O9 2.51 -2.53 -0.65
H9 1.99 -2.07 0.01
H10 2.22 -2.23 -1.62
O10 1.83 1.80 -2.55
H11 2.49 2.11 -1.91
H12 1.09 1.12 -2.18
O11 0.99 -2.12 -2.75
H13 0.49 -1.20 -2.61
H14 0.51 -2.19 -3.67
O12 -1.11 2.71 1.99
H15 -1.83 2.33 1.67
H16 -0.43 2.35 1.31
O13 -0.07 -2.76 2.46
H17 0.24 -2.27 1.68
H18 0.00 -3.70 2.34
O14 -1.97 0.52 -2.56
H19 -1.07 0.38 -2.23
H20 -2.18 -0.28 -2.71
O15 2.16 2.39 1.77
H21 1.90 3.44 1.98
H22 1.30 2.11 1.31
O16 -2.62 -2.41 -0.79
H23 -2.29 -1.59 -0.15
H24 -1.81 -2.89 -0.82

The calculation puts the total energy at -1616.4196 Eh. The calculation puts the HOMO energy at -4.3611 eV. Its charge is -2. The value obtained for the HOMO-LUMO gap is 9.31 eV.

Löwdin population analysis, charges in e, atoms 1 to 6: S 0.38; O -0.34; O -0.33; O -0.32; O -0.33; O -0.13

---

Entry 10:
Formula: C2H4NO2S
Source: the OMol25 dataset
Level of theory: ωB97M-V/def2-TZVPD

Cartesian coordinates (Å):
C1 -0.14 -0.33 0.50
C2 0.31 0.15 -1.69
N1 -0.70 -0.09 -0.69
O1 -0.84 1.27 2.13
O2 -0.42 -1.05 3.08
S1 -1.13 -0.19 2.06
H1 0.97 -0.40 0.68
H2 0.14 0.97 -2.53
H3 0.55 -0.83 -2.19
H4 1.27 0.50 -1.35

The calculation puts the total energy at -682.0134 Eh. The calculation puts the HOMO energy at -3.3671 eV. Its charge is -1. The value obtained for the HOMO-LUMO gap is 7.33 eV.

Löwdin population analysis, charges in e, atoms 1 to 6: C -0.31; C -0.25; N -0.10; O -0.58; O -0.61; S 0.58

---

Entry 11:
Formula: C3H11NO2
Source: the OMol25 dataset
Level of theory: ωB97M-V/def2-TZVPD

Cartesian coordinates (Å):
C1 0.52 -1.39 -0.03
C2 -0.24 -0.19 0.57
O1 -1.47 0.24 -0.15
C3 0.50 1.31 0.34
N1 1.20 1.87 1.53
H1 -0.37 -2.13 -0.34
H2 0.91 -1.05 -0.99
H3 1.30 -1.93 0.68
H4 -0.36 -0.40 1.60
H5 -2.05 0.82 0.39
H6 1.06 1.40 -0.51
H7 -0.35 1.90 0.24
H8 2.09 2.18 1.18
H9 1.51 1.13 2.14
O2 -1.09 -1.36 -2.40
H10 -1.84 -1.92 -2.27
H11 -1.31 -0.49 -1.97

The calculation puts the total energy at -326.0546 Eh. The calculation puts the HOMO energy at -9.4550 eV. The value obtained for the HOMO-LUMO gap is 10.19 eV.

Löwdin population analysis, charges in e, atoms 1 to 6: C -0.08; C -0.30; O -0.13; C -0.17; N -0.01; H 0.11

---

Entry 12:
Formula: C37H29BFN7ORe
Source: the OMol25 dataset
Level of theory: ωB97M-V/def2-TZVPD

Cartesian coordinates (Å):
Re1 0.15 -0.15 0.68
C1 0.81 1.00 4.98
C2 0.50 0.97 3.53
N1 0.57 -0.07 2.78
N2 1.23 -1.19 3.27
C3 1.99 -1.61 2.30
O1 2.00 -1.04 1.14
C4 2.91 -2.74 2.54
C5 3.87 -3.06 1.59
C6 4.74 -4.13 1.81
C7 4.63 -4.87 2.98
C8 3.67 -4.55 3.93
C9 2.81 -3.49 3.71
C10 0.27 2.20 2.75
C11 0.00 3.44 3.32
C12 -0.06 4.55 2.50
C13 0.16 4.39 1.14
C14 0.41 3.11 0.65
N3 0.48 2.05 1.43
H1 1.14 0.02 5.31
H2 -0.08 1.29 5.54
H3 1.59 1.73 5.19
H4 3.94 -2.48 0.68
H5 5.48 -4.38 1.07
H6 5.30 -5.71 3.15
H7 3.58 -5.14 4.83
H8 2.05 -3.23 4.44
H9 -0.16 3.52 4.39
H10 -0.27 5.52 2.91
H11 0.14 5.23 0.46
H12 0.57 2.94 -0.41
N4 -3.62 4.16 -7.94
C15 -3.19 3.71 -6.97
C16 -2.65 3.15 -5.76
C17 -2.93 1.83 -5.42
C18 -2.41 1.30 -4.25
C19 -1.61 2.08 -3.42
C20 -1.33 3.40 -3.77
C21 -1.85 3.94 -4.93
C22 -1.07 1.49 -2.16
C23 -1.97 1.28 -1.14
C24 -3.33 1.72 -1.10
C25 -3.81 1.44 0.15
C26 -2.77 0.81 0.85
N5 -1.67 0.71 0.10
C27 0.31 1.25 -2.12
C28 1.27 1.59 -3.10
C29 2.51 1.27 -2.57
C30 2.28 0.71 -1.31
N6 0.97 0.70 -1.03
H13 -3.54 1.23 -6.07
H14 -2.62 0.27 -3.98
H15 -0.71 4.00 -3.12
H16 -1.64 4.96 -5.20
H17 -3.84 2.21 -1.91
H18 -4.80 1.64 0.54
H19 -2.79 0.40 1.85
H20 1.06 2.01 -4.07
H21 3.47 1.40 -3.04
H22 2.99 0.31 -0.60
B1 -3.10 -2.78 2.97
C31 -1.93 -2.05 2.21
N7 -1.12 -1.46 1.64
H23 -3.03 -2.43 4.13
H24 -2.95 -3.98 2.85
H25 -4.12 -2.39 2.45
F1 0.03 -4.93 -3.40
C32 0.07 -3.92 -2.50
C33 1.28 -3.36 -2.17
C34 1.31 -2.32 -1.25
C35 0.16 -1.85 -0.63
C36 -1.06 -2.45 -1.01
C37 -1.11 -3.48 -1.94
H26 2.19 -3.73 -2.64
H27 2.27 -1.88 -1.01
H28 -1.99 -2.11 -0.57
H29 -2.05 -3.94 -2.22

The calculation puts the total energy at -2088.8704 Eh. The calculation puts the HOMO energy (spin up / spin down) at -8.1514 / -7.9822 eV. As for the spin multiplicity: 2. The value obtained for the HOMO-LUMO gap (spin up / spin down) is 6.66 / 6.15 eV. As for the expectation value of S²: 0.76.

Löwdin population analysis, charges in e, atoms 1 to 6: Re 1.61; C 0.00; C -0.22; N -0.10; N 0.11; C -0.41